# 1
Formula: C29H31BrN7OS4Sr
Source: the OMol25 dataset
Level of theory: wB97M-V/def2-TZVPD

Cartesian coordinates (Å):
1 Sr 1.2579 -0.6714 0.7375
2 C -3.4811 -1.5388 0.5991
3 C -2.0203 -1.6584 0.2953
4 N -1.1103 -1.8364 1.1757
5 N -1.4816 -1.9157 2.4802
6 C -0.5347 -2.0600 3.4505
7 N -1.0007 -1.9461 4.6985
8 S 1.0771 -2.4334 3.1567
9 C -1.5176 -1.5383 -1.1054
10 C -2.2645 -1.9927 -2.1840
11 C -1.7275 -1.8978 -3.4573
12 C -0.4773 -1.3265 -3.6207
13 C 0.1878 -0.8799 -2.4901
14 N -0.3054 -0.9921 -1.2605
15 H -3.6524 -0.6788 1.2532
16 H -3.8553 -2.4353 1.0989
17 H -4.0725 -1.3756 -0.2958
18 H -2.4271 -1.6632 2.7354
19 H -1.9221 -1.5991 4.9063
20 H -0.3383 -2.0172 5.4522
21 H -3.2388 -2.4343 -2.0306
22 H -2.2833 -2.2620 -4.3104
23 H -0.0306 -1.2146 -4.5975
24 H 1.1555 -0.3976 -2.5742
25 Br -7.1260 2.9748 -0.0463
26 C -5.5540 4.0257 -0.0877
27 C -4.5044 3.6434 -0.9117
28 C -3.3439 4.3950 -0.9238
29 C -3.2430 5.5213 -0.1196
30 C -4.3166 5.9341 0.6509
31 C -5.4742 5.1699 0.6881
32 N -2.0673 6.3648 -0.1819
33 N -0.9495 5.8998 0.0583
34 C -0.7741 4.5632 0.5539
35 C -1.4597 4.0398 1.6157
36 C -1.1822 2.7584 2.1051
37 C -0.2264 1.9379 1.5246
38 O 0.0117 0.7271 1.9292
39 C 0.5320 2.5009 0.4244
40 N 1.4971 1.7157 -0.1521
41 C 2.2374 2.2256 -1.1090
42 C 2.0819 3.5355 -1.5953
43 C 1.1012 4.3188 -1.0632
44 C 0.2833 3.8146 -0.0245
45 H -4.5975 2.7681 -1.5384
46 H -2.5124 4.1041 -1.5534
47 H -4.2398 6.8440 1.2310
48 H -6.3095 5.4700 1.3043
49 H -2.2293 4.6241 2.1024
50 H -1.7242 2.3769 2.9603
51 H 3.0029 1.5787 -1.5265
52 H 2.7348 3.8997 -2.3755
53 H 0.9435 5.3319 -1.4078
54 C 5.4853 -3.0967 0.5507
55 C 5.5023 -1.7879 -0.2327
56 S 3.9681 -1.2849 -1.0312
57 C 3.6439 -2.5528 -2.2728
58 C 3.0611 -3.8903 -1.8032
59 S 1.6667 -3.7056 -0.6658
60 C 2.0210 -4.8772 0.6631
61 C 3.4239 -4.8754 1.2621
62 S 4.1168 -3.2652 1.7337
63 H 6.4255 -3.1689 1.0996
64 H 5.4590 -3.9453 -0.1298
65 H 6.2999 -1.8125 -0.9774
66 H 5.7262 -0.9543 0.4360
67 H 4.5612 -2.7304 -2.8379
68 H 2.9474 -2.0777 -2.9664
69 H 3.8238 -4.4948 -1.3208
70 H 2.7335 -4.4425 -2.6853
71 H 1.7757 -5.8914 0.3422
72 H 1.2975 -4.5926 1.4282
73 H 4.1404 -5.3614 0.6007
74 H 3.3922 -5.4901 2.1630

Properties
**Relative energy (zero: lowest compared OMol25 entry of this formula, charge and spin)**: 0.000 eV
**Multiplicity**: 1
**Charge**: +1
**E_tot**: -5779.60125 Ha
**Kohn-Sham gap**: 0.232 Ha
**M**: 789.4 g mol⁻¹

Atom charges from the Mulliken analysis, given in e for atoms 1 to 6: 1.57 -2.16 1.00 0.10 -0.33 0.47


# 2
Formula: C11H12N8O5
Source: the OMol25 dataset
Level of theory: wB97M-V/def2-TZVPD

Cartesian coordinates (Å):
1 O -0.5740 -3.7076 -4.4457
2 N 0.2504 -3.6851 -3.5128
3 O 0.8585 -4.7123 -3.1299
4 C 0.5434 -2.4593 -2.7964
5 C 1.4289 -2.4766 -1.7193
6 C 1.6386 -1.3096 -0.9287
7 N 2.5672 -1.3919 0.1765
8 O 3.1191 -2.4903 0.4076
9 O 2.8122 -0.3573 0.8485
10 C 0.9942 -0.0942 -1.2103
11 C 0.1332 -0.0372 -2.3301
12 N -0.6155 0.9998 -2.8106
13 O -1.3320 0.4046 -3.8996
14 N -1.0280 -0.9283 -4.0831
15 C -0.1175 -1.2046 -3.1183
16 H 1.9864 -3.3825 -1.4914
17 H 1.1664 0.8158 -0.6445
18 N 2.5626 4.5027 3.0628
19 N 1.8338 3.7084 2.6626
20 N 1.2323 2.7516 2.1561
21 C -0.2259 2.8401 2.2854
22 C -0.8118 1.7746 1.3647
23 C -2.2387 1.3526 1.7272
24 C -2.2546 -0.1743 1.5812
25 C -0.7857 -0.6250 1.5291
26 N -0.0538 0.5794 1.2121
27 H -0.5696 2.6915 3.3267
28 H -0.6526 3.7984 1.9296
29 H -0.8137 2.2463 0.3600
30 H -2.4925 1.6630 2.7434
31 H -2.9228 1.8315 1.0238
32 H -2.7981 -0.6815 2.3815
33 H -2.7213 -0.4321 0.6282
34 H -0.4234 -0.9956 2.5038
35 H -0.6422 -1.4334 0.7915
36 H 0.9465 0.6183 1.4180

Properties
**Multiplicity**: 1
**E_tot**: -1240.23082 Ha
**Kohn-Sham gap**: 0.229 Ha
**M**: 336.3 g mol⁻¹

Atom charges from the Mulliken analysis, given in e for atoms 1 to 6: -0.54 0.91 -0.59 -0.56 -0.34 -0.39